54
Properties=species:S:1:pos:R:3 method="wB97M-V/def2-TZVPD" homo_ev="-9.06 / -9.52" total_charge=+1 multiplicity=5 s_squared=6.134
Mn -0.380 -0.021 -0.822
C 0.815 0.574 -4.942
C 0.513 0.658 -3.433
N 0.153 -0.350 -2.669
N 0.233 -1.680 -3.131
C -0.198 -2.686 -2.391
N -0.055 -3.968 -2.771
S -0.785 -2.269 -0.744
C 0.476 1.942 -2.794
C 0.723 3.186 -3.343
C 0.649 4.300 -2.453
C 0.446 4.176 -1.079
C 0.154 2.828 -0.639
N 0.079 1.769 -1.449
H 0.225 -0.283 -5.367
H 1.876 0.393 -5.115
H 0.582 1.462 -5.525
H 0.782 -1.912 -3.980
H 0.391 -4.266 -3.577
H -0.291 -4.693 -2.088
H 1.071 3.272 -4.385
H 0.883 5.282 -2.872
H 0.503 4.982 -0.380
H -0.031 2.549 0.363
C 2.319 -2.546 0.972
C 2.040 -1.237 1.660
C 2.640 0.019 0.970
C 0.649 -1.276 2.278
C 0.533 -2.148 3.364
C -0.510 -2.110 4.230
C -1.577 -1.216 4.021
C -1.544 -0.357 2.908
C -2.694 0.644 2.656
C -2.333 2.123 2.907
C -3.299 0.357 1.236
C -0.420 -0.395 1.979
N -0.458 0.406 0.880
H 3.362 -2.852 1.054
H 1.994 -2.575 -0.099
H 1.753 -3.331 1.402
H 2.767 -1.329 2.545
H 2.328 0.053 -0.095
H 3.738 -0.086 0.998
H 2.341 0.964 1.512
H 1.278 -2.924 3.462
H -0.571 -2.762 5.108
H -2.487 -1.360 4.591
H -3.508 0.396 3.372
H -1.650 2.453 2.128
H -1.719 2.123 3.808
H -3.188 2.791 3.155
H -2.806 0.805 0.405
H -4.336 0.849 1.189
H -3.457 -0.727 0.991